1.
C11H31Br2O12P3 | ωB97M-V/def2-TZVPD

Its total energy is -204437.9905 eV. The charge is 0. For the energy relative to the best compared isomer or geometry (same formula, charge and spin), the calculation gives 0.0 kcal/mol. The spin multiplicity is 1. Its HOMO energy is -10.06 eV. Its SMILES is COP(=O)(OC)OC.COP(=O)(OC)OC.COP(=O)(OC)OC.BrCCBr. As for the HOMO-LUMO gap: 10.511 eV. The calculation puts the molar mass at 608.1 g/mol.

```
59
Properties=species:S:1:pos:R:3:nbo_charge:R:1
C -0.430 19.803 25.538 -0.2670
O 0.361 19.315 26.604 -0.8061
P 1.900 19.613 26.634 2.5913
O 2.243 20.962 26.124 -1.1449
O 2.450 19.355 28.101 -0.8044
C 3.769 19.760 28.436 -0.2488
O 2.586 18.416 25.817 -0.8207
C 2.933 18.540 24.451 -0.2519
H 0.143 20.250 24.719 0.1877
H -1.135 20.581 25.822 0.2196
H -0.961 18.997 25.027 0.1941
H 4.316 18.900 28.815 0.1939
H 3.722 20.553 29.187 0.1910
H 4.266 20.257 27.599 0.1998
H 4.015 18.420 24.339 0.1845
H 2.700 19.543 24.090 0.1929
H 2.512 17.770 23.804 0.1889
C 0.510 23.781 26.349 -0.2551
O -0.645 24.575 26.078 -0.8100
P -1.668 24.158 24.922 2.5909
O -1.827 22.706 24.794 -1.1587
O -3.048 24.891 25.245 -0.8198
C -4.238 24.197 25.578 -0.2393
O -1.118 24.931 23.647 -0.7940
C -2.092 25.094 22.599 -0.2631
H 0.696 23.657 27.415 0.1960
H 1.381 24.226 25.874 0.1864
H 0.338 22.760 26.002 0.2112
H -4.276 23.974 26.644 0.1919
H -4.388 23.347 24.919 0.1876
H -5.067 24.896 25.442 0.1910
H -2.974 25.624 22.952 0.1863
H -2.382 24.138 22.164 0.1759
H -1.661 25.702 21.809 0.2284
C 0.791 23.221 18.022 -0.2501
O 1.746 23.169 19.109 -0.8099
P 1.234 23.343 20.592 2.5665
O 0.372 24.521 20.812 -1.1160
O 2.603 23.308 21.396 -0.8003
C 2.571 22.858 22.756 -0.2554
O 0.517 21.913 20.855 -0.8249
C -0.370 21.751 21.981 -0.2612
H -0.114 22.638 18.171 0.1916
H 1.366 22.805 17.199 0.1972
H 0.584 24.275 17.856 0.1971
H 2.493 21.776 22.830 0.1862
H 1.792 23.362 23.331 0.1895
H 3.505 23.183 23.211 0.2039
H -0.200 20.694 22.180 0.2014
H -1.382 22.067 21.736 0.1787
H -0.157 22.301 22.899 0.2012
Br -5.528 18.952 24.042 -0.0108
C -5.136 20.555 22.972 -0.4397
C -3.648 20.655 22.696 -0.4415
Br -2.908 19.074 21.759 -0.0291
H -5.437 21.418 23.562 0.2244
H -5.754 20.528 22.080 0.2258
H -3.107 20.867 23.615 0.2472
H -3.420 21.428 21.968 0.2228
```

=====

2.
C8H9Cl2N2S | ωB97M-V/def2-TZVPD

Its total energy is -47293.7978 eV. The charge is +1. For the energy relative to the best compared isomer or geometry (same formula, charge and spin), the calculation gives 31.2 kcal/mol. The spin multiplicity is 1. Its HOMO energy is -13.51 eV. As for the HOMO-LUMO gap: 7.162 eV. The calculation puts the molar mass at 236.1 g/mol.

```
22
Properties=species:S:1:pos:R:3:nbo_charge:R:1
C 2.328 0.894 0.044 -0.2381
C 1.083 1.411 -0.289 -0.0715
C 0.054 0.403 -0.326 0.3424
C 0.599 -0.929 -0.119 -0.3355
C -2.189 0.748 0.392 0.4936
C 0.017 -2.180 -0.152 0.2210
C 0.586 2.778 -0.607 -0.6466
C 0.684 -3.410 0.339 -0.7042
N -1.296 0.591 -0.594 -0.6815
N -1.861 1.003 1.579 -0.6998
S 2.375 -0.852 0.001 0.5337
Cl -3.957 0.582 -0.200 -0.0769
Cl -1.668 -2.322 -0.405 0.1671
H 3.277 1.538 -0.097 0.2910
H -0.453 2.728 -0.737 0.2415
H 0.710 3.462 0.369 0.2533
H 1.053 3.323 -1.419 0.2538
H 1.161 -3.248 1.321 0.2794
H 1.529 -3.648 -0.346 0.2726
H 0.056 -4.237 0.432 0.2669
H -1.593 0.193 -1.480 0.4405
H -2.494 1.174 2.295 0.3975
```

=====

3.
C3H6BNO2 | ωB97M-V/def2-TZVPD

Its total energy is -9469.5631 eV. The charge is 0. For the energy relative to the best compared isomer or geometry (same formula, charge and spin), the calculation gives 54.1 kcal/mol. The spin multiplicity is 1. Its HOMO energy is -8.11 eV. As for the HOMO-LUMO gap: 8.426 eV. The calculation puts the molar mass at 98.9 g/mol.

```
13
Properties=species:S:1:pos:R:3:nbo_charge:R:1
B 1.575 0.012 -0.205 1.0355
C -0.707 -0.320 0.027 0.5801
C 0.206 1.681 0.406 -0.4294
C -1.824 -1.302 -0.102 -0.6672
N -0.924 0.837 0.400 -0.5083
O 0.501 -0.853 -0.274 -0.7189
O 2.841 -0.303 -0.356 -0.9211
H 0.442 2.138 1.453 0.2085
H 0.259 2.328 -0.376 0.1844
H -1.462 -2.393 0.031 0.2275
H -2.036 -1.174 -1.168 0.2311
H -2.507 -0.888 0.567 0.2426
H 3.637 0.239 -0.403 0.5353
```

=====

Question: Which formula does entry 3 have?
Answer: C3H6BNO2